The following is a quantum chemistry calculation of a structure of composition C14H35N6O4PS3Sn, from OMol25.

Atoms and positions in Å:
Sn  0.4084  1.9229  0.5034
N  2.8805  2.3142  0.5912
N  3.2716  3.6493  0.5601
C  2.4407  4.6111  0.1571
N  2.8903  5.8545  0.1283
S  0.8336  4.3099  -0.3571
H  3.0916  1.9349  1.5050
H  3.3969  1.7930  -0.1063
H  4.2033  3.8837  0.8527
H  3.8292  6.1042  0.3949
H  2.2762  6.5910  -0.1791
C  -0.1814  1.6172  4.8685
O  -0.2613  1.5996  3.3970
C  0.6565  2.2619  2.7342
O  1.5824  2.9165  3.0970
H  -0.6658  0.7077  5.1925
H  -0.7114  2.4890  5.2311
H  0.8559  1.6433  5.1793
C  -5.2422  1.5375  -0.1882
N  -3.9912  2.3058  -0.3040
C  -4.0583  3.6904  0.1671
C  -2.8053  1.6813  -0.4273
N  -1.7263  2.1387  0.2121
N  -2.7377  0.5915  -1.1990
C  -3.6607  0.3843  -2.3298
C  -1.5296  -0.2338  -1.1858
H  -5.8819  1.6652  -1.0609
H  -5.7842  1.8915  0.6847
H  -5.0322  0.4797  -0.0474
H  -4.9717  4.1351  -0.2147
H  -3.2247  4.2721  -0.2207
H  -4.0818  3.7545  1.2583
H  -1.9706  2.9147  0.8097
H  -4.2054  1.2976  -2.5525
H  -4.3702  -0.4186  -2.1313
H  -3.0771  0.1181  -3.2083
H  -1.2209  -0.4594  -0.1668
H  -0.7001  0.2466  -1.7151
H  -1.7464  -1.1745  -1.6774
C  -0.2520  -5.0523  0.2576
C  -0.8461  -3.8302  -0.4131
C  -0.8469  -3.9365  -1.9213
O  -0.1518  -2.5674  0.0002
P  1.3800  -2.3700  0.2518
S  2.1606  -3.0006  1.8939
S  1.5926  -0.3401  0.6569
O  2.0085  -2.8227  -1.1070
C  3.4323  -3.0330  -1.5316
C  4.3508  -1.9034  -1.1091
C  3.9081  -4.3866  -1.0559
H  -0.8367  -5.9320  -0.0185
H  -0.2622  -4.9552  1.3433
H  0.7801  -5.2149  -0.0706
H  -1.8515  -3.6646  -0.0470
H  0.1612  -4.1082  -2.2975
H  -1.2362  -3.0285  -2.3837
H  -1.4791  -4.7744  -2.2207
H  3.3439  -3.0367  -2.6122
H  4.4637  -1.8818  -0.0225
H  3.9640  -0.9411  -1.4482
H  5.3336  -2.0593  -1.5577
H  4.0896  -4.3853  0.0192
H  4.8396  -4.6357  -1.5677
H  3.1752  -5.1616  -1.2912

Forces on atoms 1 to 3 (eV/Å):
-0.013 -0.737 0.704
0.268 0.339 0.004
-0.230 0.224 -0.182

Properties
DFT total energy = -2933.71529 a.u.
Gap between HOMO and LUMO = 6.1 eV
Multiplicity = 1
E_LUMO = -7.2 eV
Charge = +2